# 1
104
Properties=species:S:1:pos:R:3:forces:R:3 method="wB97M-V/def2-TZVPD" homo_lumo_gap_ha="0.3426 / 0.3418" e_tot_ha=-3239.83822 multiplicity=4 charge=0 s2=3.755
H -0.189152 -1.833975 -4.769324 0.1 0.0 0.6
H 1.103958 -4.332895 -3.417724 0.0 -0.1 0.0
H 3.753138 -0.719505 -1.801314 0.4 0.5 -0.4
H -0.026572 3.478605 1.494016 0.0 -0.5 0.4
H 1.328658 2.071865 -4.386284 0.1 0.1 0.0
H -2.392652 -1.098515 2.993946 -0.2 0.6 -0.2
H -3.556872 -2.517635 -2.685164 0.1 -0.2 0.9
H -3.271392 -2.501655 2.582816 0.2 -0.4 -0.2
C 4.320208 -1.333925 -1.102014 -0.2 -1.0 -0.8
H 3.598998 3.289055 2.118806 -0.4 0.2 0.4
H -2.085982 2.104235 0.365596 1.1 0.0 0.1
H -2.783242 1.573785 5.891646 0.0 0.2 0.2
C -3.164682 -0.901805 -3.902974 0.4 -0.3 1.1
H 1.431658 -2.050935 -2.068224 0.0 0.4 0.7
H -2.878362 1.495065 3.316736 -0.3 0.1 0.0
Co 0.430578 0.252475 0.145476 -0.1 -0.5 0.5
H 0.960608 2.316735 -1.934164 0.3 -0.7 0.3
H -0.096362 -3.366255 -2.526574 -0.4 -0.4 0.0
C 3.085888 2.377575 1.812186 0.4 0.7 -0.5
H -0.861962 -3.485165 -4.822774 -0.4 0.1 0.0
H 0.660898 -3.186555 -5.487574 0.4 0.2 0.1
H -1.304922 4.557545 -0.517694 0.0 0.0 -0.1
H -3.523412 -0.921945 -1.780964 -0.4 -0.3 0.0
H 0.576028 -0.887985 4.941596 -0.4 0.3 -0.2
C -1.268472 4.940905 1.628796 0.5 0.8 -0.9
O 1.156948 -3.890025 1.021986 -0.6 -0.8 0.8
H -2.571152 -2.361205 0.184186 -0.4 0.3 -0.4
O 0.019528 4.392995 1.782726 0.2 0.5 0.6
H 2.172238 -4.274395 -0.652954 0.0 -0.4 -0.6
H -4.190502 -0.698945 -4.210604 -0.2 0.0 0.3
H -2.741232 -1.575075 -4.648284 0.3 0.2 -0.2
H -3.343532 3.063335 -1.158714 -0.2 0.2 -0.4
H 0.021468 2.711725 0.155756 -0.2 -0.8 0.0
O -2.449952 0.314745 -3.755454 0.2 0.3 -0.6
H 2.234598 -1.608495 2.446126 -0.3 -0.4 0.0
C -1.427962 5.396835 0.166826 -0.7 0.5 0.6
H -0.456922 2.597285 -2.756214 -0.9 -0.3 -0.1
H -0.960692 0.336815 -2.492554 -0.6 -0.6 0.0
C 3.477338 -4.685795 0.948126 -0.3 -0.7 0.0
O -0.328642 0.669355 -1.851054 0.3 1.2 0.0
H 2.444438 -0.217065 3.368026 -0.2 0.3 0.7
C -2.944132 -1.548175 2.168246 0.5 -0.9 -0.5
H 0.210698 0.748695 -4.530224 -0.4 0.0 0.3
H -3.897172 -1.086545 1.909986 0.3 0.7 0.1
H -1.314552 5.813915 2.279806 -0.1 0.0 0.1
C 0.035698 -2.893175 -4.644284 -0.3 -1.3 -0.5
H 0.455168 -2.226745 -0.530664 0.1 0.9 0.1
O 1.124688 -1.538775 -0.349094 -0.3 -0.8 -0.6
C 0.868198 1.258245 -3.825844 0.8 0.4 0.1
H -3.215372 1.379175 -1.634274 0.1 -0.2 -0.1
H 6.375278 -1.573825 -0.318724 -0.2 -0.2 0.0
H -5.545052 2.275795 -1.613804 -0.4 -0.2 0.0
H 6.230578 -1.268565 -2.067904 0.1 0.0 0.0
O 2.410678 1.155795 -0.034734 -1.1 -1.5 -1.7
H -5.390682 0.846655 -0.542394 0.1 -0.2 -0.3
H 1.628988 -5.721775 0.231766 0.2 -0.1 0.2
H 3.723638 1.557985 2.143316 0.0 -0.2 -0.3
H -0.760702 6.216705 -0.099024 0.5 -0.3 0.2
C 0.652778 -3.345675 -3.318084 -0.4 1.3 -0.3
C -2.043782 1.932075 3.865006 -0.5 -0.9 2.3
H 3.788808 2.604715 -0.288364 0.3 0.0 0.1
H -2.402472 5.864995 0.028046 -0.4 -0.4 -0.1
H 2.099348 2.229895 2.251536 0.1 0.3 0.3
C -1.920662 1.308095 5.280536 -1.4 0.5 0.3
H 2.817348 -1.418425 0.080566 -0.9 -0.4 -0.1
C -3.053712 -1.563875 -2.526214 -0.6 0.3 -1.0
H 5.943418 0.029645 -0.908714 0.2 0.1 0.0
C 5.816518 -1.038285 -1.086254 -0.7 0.2 -0.2
H -2.018162 -1.655885 -2.198674 0.1 -0.4 -0.3
O -3.008782 1.839905 0.378256 -0.3 -1.0 1.1
O 1.604958 -2.388425 -2.950084 1.1 0.0 -0.6
H -2.105922 3.020295 3.869516 -0.3 0.1 0.3
C 1.666278 -0.920675 3.072236 0.7 -1.3 0.3
C 0.931958 -1.635375 4.232496 0.7 0.8 0.3
O -0.309762 1.978635 0.710196 0.0 1.0 -0.7
C 2.890438 2.392005 0.291126 0.5 1.5 1.4
C 2.062698 -4.726875 0.332616 0.8 1.5 -0.1
H 1.649608 0.551795 -3.545784 0.0 -0.1 -0.1
C -2.032092 -1.762225 0.918176 -1.1 -0.8 1.1
C -5.098462 1.884925 -0.699534 0.1 0.1 -0.4
O 0.745818 -0.290645 2.237346 -0.5 0.1 -0.9
H 4.039118 -2.334445 -1.430734 0.7 -0.4 -0.4
H 3.471078 -4.835545 2.027766 -0.2 -0.3 0.0
O 3.748718 -1.199095 0.158256 0.9 1.1 1.6
H 0.086438 -2.241705 3.907586 0.2 0.0 -0.2
H -2.283102 0.036835 0.135776 -0.5 0.5 0.3
H 0.048868 0.093395 2.774346 -0.5 0.6 0.4
H -0.816552 1.803085 2.409266 0.4 0.3 -0.8
H -2.537332 0.809215 -4.573664 0.2 0.3 -0.1
H -1.931822 0.218165 5.287466 0.0 -0.1 -0.6
H 2.180778 3.164695 -0.004564 -0.2 0.0 0.1
C 0.232988 1.780665 -2.543514 0.5 0.3 -0.9
H 4.028758 -3.757005 0.801846 -0.4 0.2 -0.3
H 4.046378 -5.486745 0.476126 0.3 -0.1 0.1
H -1.215622 -2.449805 1.138876 0.5 0.6 0.4
H -1.004352 1.584915 5.801936 0.0 0.4 -0.2
H -2.063692 4.257335 1.926216 0.0 -0.2 -0.1
H -5.503212 2.413695 0.163406 0.3 0.3 -0.1
H 3.170358 0.570675 0.011246 0.1 -1.2 0.2
H 1.152268 -3.030385 0.594666 0.5 0.5 0.2
H 1.585098 -2.221535 4.878966 0.2 -0.3 -0.4
C -3.593952 2.045625 -0.859284 -0.8 0.7 -0.1
O -1.561732 -0.548075 0.378906 0.6 -0.7 -0.1
O -0.854152 1.548805 3.334216 2.0 -0.7 -1.4

---

# 2
116
Properties=species:S:1:pos:R:3:forces:R:3 method="wB97M-V/def2-TZVPD" homo_lumo_gap_ha=0.3440 smiles="COC[C@H](C)N.COC[C@H](C)N.COC[C@H](C)N.COC[C@H](C)N.NC(N)=O.NC(N)=O.NC(N)=O.NC(N)=O.NC(N)=O.NC(N)=O" relative_energy_kcal_mol=195.26 e_tot_ha=-2507.40277 charge=0
O 1.237977 0.197666 0.521269 0.7 -0.1 0.3
H 3.864309 -8.587586 -10.615270 -0.4 0.0 0.5
C -7.665516 4.846641 -6.829114 -4.6 1.4 2.2
N 3.901400 -7.965615 -9.820362 -2.1 -3.8 1.9
H -0.026672 -3.747429 11.174450 -0.1 0.0 0.4
H -3.418743 6.638552 0.244877 -0.3 0.2 -0.3
H 4.328040 -6.138073 -8.098355 0.2 0.0 -0.3
H -2.314287 -4.854477 9.616803 0.0 -0.7 -0.3
C 1.779359 -0.949125 -2.339430 -0.5 -0.5 0.9
H -6.104491 5.393833 -7.788555 -0.3 1.1 -0.5
N -5.264015 3.591435 6.919664 -0.9 0.5 0.6
H 1.387345 1.949718 1.694462 -0.4 0.0 0.3
H -5.078372 4.184147 4.285368 0.0 0.1 0.3
H 7.595296 3.820304 -1.078566 -0.3 -0.2 0.5
H 2.787947 -0.536575 -2.364610 -0.3 0.6 -0.1
H -1.217670 -2.285502 8.976336 -0.4 -0.1 0.5
N -0.529345 -2.894240 9.395567 0.6 0.4 -1.0
C -1.386253 -5.084590 10.140146 0.1 0.4 -0.3
C 1.899821 0.998360 1.551690 -0.7 -0.6 -2.1
H -7.347146 2.870189 -6.538534 -0.1 0.5 0.3
N -1.682099 -3.385694 -10.659264 -0.5 -4.5 -1.9
H -3.277398 3.946803 4.237831 -0.2 0.4 -0.2
H -3.190073 8.752678 -2.343864 0.2 -0.4 0.0
H -2.980637 -3.350273 11.528349 0.1 -0.5 -0.4
C 1.078503 0.886837 -0.737653 -0.5 -0.2 1.7
H 1.373673 -5.140754 9.844618 -0.2 0.6 -0.1
H -3.413694 3.209916 6.838946 1.2 0.1 -1.0
H 3.214387 -6.626788 3.595724 -0.5 0.7 0.2
C -3.413154 6.820340 -1.752663 0.0 -3.0 -0.4
H 4.763469 -4.688620 1.156835 0.2 0.5 0.4
C 4.117069 -4.968881 1.988533 -0.1 2.0 -0.1
N -6.994401 3.769602 -6.833019 3.3 -6.9 0.7
H -3.288337 8.246683 -0.425347 0.1 -0.5 0.6
C -1.567543 6.563560 5.676522 -0.7 -0.3 0.8
H -6.049334 3.753027 -7.188947 -0.4 -0.3 0.1
O -0.505428 -5.862232 9.249809 -0.6 1.3 1.4
H 1.577171 -1.391575 -3.314856 -0.1 0.0 0.0
C -2.039338 -2.857453 11.285076 0.2 0.3 0.6
H 0.351906 1.642753 -0.439745 -0.4 0.4 -0.9
H -4.095650 5.987808 5.770417 -0.2 0.2 -0.2
C 8.302440 2.016037 -1.247138 3.8 -1.9 -3.5
H -2.780808 7.508791 -3.461651 -0.5 0.2 0.0
H 2.869965 1.272396 1.137163 0.5 -0.2 0.5
H 1.906154 0.386475 2.453715 0.2 0.2 -0.2
N 0.289437 0.838041 -3.008138 0.0 -0.5 0.1
H 1.838585 -1.763824 -1.617727 0.0 -0.2 0.0
H -0.207342 -0.690950 -1.583131 -0.2 0.2 0.3
H -2.278986 -1.959065 10.716250 -0.1 -0.2 -0.3
C -3.542483 5.345881 6.456012 0.9 0.1 -0.3
C -0.923483 -3.658102 10.561382 -0.2 -0.3 -0.5
H 1.209665 -7.502652 1.397570 0.2 0.4 -0.3
H -4.258598 2.604593 4.598490 -0.5 0.0 -0.2
C 1.355998 -7.007657 2.357605 -1.4 -0.5 1.5
H -2.231613 -4.219428 -10.507603 0.2 0.2 0.3
C -1.733319 -2.334628 -9.884525 -1.4 -0.4 2.1
O -3.560404 5.677504 -2.073604 -0.3 -2.7 -0.7
H 3.233765 -7.941105 2.554115 0.1 -0.1 -0.4
H -5.093212 3.874791 7.873937 -0.7 -0.2 0.5
H 0.011295 0.145467 -3.688639 -0.2 0.5 -0.7
H 2.067608 7.561277 -8.565182 -0.5 1.1 -0.9
H 4.619249 -4.909857 2.954149 0.6 -0.7 0.1
O 3.584037 -6.150403 1.586248 -1.3 -2.8 0.7
H -1.588904 -5.674708 11.033892 -0.1 -0.2 0.1
H -1.742844 -2.430736 12.243268 0.5 -0.3 0.1
N 1.150308 7.275770 -8.876816 1.3 3.6 -1.2
O -8.732546 5.002323 -6.246744 -0.4 0.2 -0.2
N 4.561500 -5.978694 -9.067985 0.6 3.3 3.7
N 8.954214 1.251854 -0.402425 2.0 -4.1 1.7
H 5.113229 -5.167989 -9.309721 -0.3 -0.1 0.3
H 0.609265 7.672408 -9.631840 0.6 -0.1 0.1
H 0.952872 -7.621304 4.249676 -0.7 0.0 0.3
H 7.842259 2.807520 0.397408 -0.6 1.4 -0.3
H 3.330173 -4.225936 2.118667 -0.2 0.5 -0.3
H 8.813704 1.336472 0.594163 0.4 -0.5 -0.4
H 0.339492 -5.429370 3.532940 0.4 -0.1 0.0
C 0.520512 -5.739612 2.503824 1.0 1.2 -1.5
H -3.667922 5.761139 7.455973 -0.1 -0.1 0.4
C -4.215589 3.686065 4.727653 1.7 -1.3 1.5
H -7.340602 6.650718 -7.729418 0.1 -0.4 0.3
H -1.311582 7.129600 6.572166 0.1 0.3 0.0
C 0.749047 -6.033292 9.880756 0.8 0.5 -0.2
C 2.875942 -6.912518 2.599774 0.2 -0.4 -0.7
H 9.519102 0.514479 -0.799005 -0.2 0.0 0.4
H -0.513309 1.419846 -2.815286 -0.2 0.1 0.0
H -0.447857 -5.734774 2.003469 -0.1 -0.7 0.0
H 1.997348 1.402195 -1.017342 0.2 -0.1 -0.2
O -2.417136 -2.156681 -8.887513 -0.3 0.1 -0.4
H -0.285858 -7.853554 3.112632 -0.1 -0.1 0.7
N 0.694906 -7.954467 3.331768 1.8 -0.4 -1.1
C 0.830073 6.117149 -8.388136 -1.5 -1.0 -1.3
O -0.085982 5.477809 -8.846719 -1.4 -1.3 0.3
N -7.034226 5.705766 -7.546925 2.4 4.4 -2.8
H -0.214405 -3.472010 8.629340 0.3 -0.3 0.1
H 1.050619 -4.968293 1.945126 0.0 0.6 0.3
H 2.495060 6.289855 -7.220087 -0.4 -0.4 0.3
H -0.241969 -1.675144 -11.143670 -0.5 0.4 0.2
H -0.790158 -3.494126 -11.120562 -0.6 -0.6 -0.2
H -6.014252 4.165509 6.562347 -0.3 0.1 0.0
N 7.792270 2.952489 -0.600874 -4.5 5.8 3.2
H 1.373183 -6.747321 9.343415 -0.5 -0.5 0.1
N 1.646715 5.778107 -7.416434 1.3 -2.0 2.8
N -3.330669 7.246205 -0.557063 -0.2 1.8 6.7
C -4.026630 3.916636 6.279520 -0.7 0.1 -1.6
H 1.376240 4.981393 -6.857689 0.5 0.1 -0.1
N -3.181593 7.768762 -2.571773 1.1 4.5 -5.8
H -1.008196 -0.565678 -10.003523 0.8 0.1 -0.3
H 0.689167 -6.239751 10.949347 -0.3 -0.6 0.0
H -2.247150 7.160150 5.067991 -0.3 0.0 0.0
O -2.162549 5.324339 6.101007 0.6 0.4 -0.7
C 0.607734 -0.028298 -1.874077 2.0 0.4 0.1
O 4.787375 -6.549501 -11.146548 1.4 1.2 -3.1
C 4.424108 -6.815641 -10.037512 0.8 0.3 -2.5
H -0.663179 6.427409 5.083496 -0.1 -0.6 0.2
H 3.443165 -8.087294 -8.928554 -0.1 -0.9 -0.5
O 8.504823 1.981958 -2.440419 -0.7 -0.4 -1.7
N -0.865326 -1.496181 -10.369394 2.3 4.7 0.1